C26H39BBe2Cl4F2KNO10P as an isolated structure, computed with ωB97M-V/def2-TZVPD.

Each line ends with the Mulliken charge.
Cartesian coordinates (Å):
C 2.217 -3.815 1.031  -1.404
C 1.560 -2.631 0.311  0.823
O 1.637 -1.451 1.111  -0.360
B 1.031 -0.361 0.481  0.750
O 1.923 0.477 -0.275  -0.530
P -0.902 -0.048 0.694  1.154
C -0.548 1.827 0.812  -1.836
C -2.742 0.166 1.159  -1.446
C -3.660 -0.949 0.636  -0.480
C -3.809 -2.120 1.652  -0.251
C -4.062 -3.461 0.963  -0.962
O -5.482 -3.696 0.898  -0.385
C -6.063 -3.083 -0.145  0.716
C -7.033 -1.981 0.217  -0.654
O -5.871 -3.365 -1.287  -0.583
C -1.207 -0.003 -1.198  0.645
C -1.997 1.003 -1.744  -0.497
C -2.259 1.064 -3.094  -0.697
C -1.767 0.113 -3.967  -0.700
C -0.975 -0.884 -3.442  -0.706
C -0.701 -0.941 -2.087  0.144
H 2.914 -4.307 0.363  0.369
H 1.439 -4.533 1.299  0.290
H 2.691 -3.484 1.949  0.336
H 0.472 -2.831 0.108  -0.501
H 2.098 -2.436 -0.620  0.229
H 2.009 0.186 -1.198  0.027
H -1.113 -1.524 0.760  -0.155
H -0.573 -0.115 2.202  -0.086
H -1.417 2.382 1.181  0.285
H -0.234 2.286 -0.123  0.326
H 0.249 2.007 1.533  0.638
H -2.822 0.151 2.253  0.628
H -3.165 1.123 0.856  0.327
H -4.635 -0.492 0.438  0.481
H -3.338 -1.380 -0.314  0.197
H -2.866 -2.137 2.195  0.642
H -4.640 -1.860 2.302  0.066
H -3.569 -4.234 1.545  0.321
H -3.660 -3.500 -0.049  0.397
H -6.922 -1.159 -0.485  0.328
H -6.819 -1.604 1.214  -0.066
H -8.039 -2.390 0.171  0.356
H -2.423 1.778 -1.124  0.149
H -2.867 1.854 -3.516  0.400
H -2.000 0.149 -5.020  0.362
H -0.578 -1.661 -4.081  0.405
H -0.099 -1.779 -1.754  0.045
Be -0.144 -4.525 -0.611  0.027
Cl 2.536 2.245 0.318  -0.285
F 2.129 0.553 2.127  -0.663
C -6.355 -2.171 5.426  -0.156
Cl -7.253 -0.625 5.632  -0.283
Cl -7.125 -3.019 4.100  0.091
Cl -4.636 -1.848 5.150  -0.090
H -6.449 -2.735 6.345  0.376
K -7.531 0.982 3.447  0.945
C 4.902 -1.000 -2.497  -0.807
C 3.529 -0.748 -2.896  0.593
N 2.438 -0.549 -3.193  -0.435
H 4.944 -1.504 -1.532  0.283
H 5.414 -1.629 -3.224  0.405
H 5.463 -0.074 -2.407  0.075
Be 0.726 -0.877 3.419  0.350
F -8.807 -4.141 2.773  -0.892
C 10.560 2.313 -3.378  -0.917
C 9.745 1.285 -3.109  0.303
C 8.341 1.496 -2.615  0.986
O 7.652 0.512 -2.410  -0.595
C 7.880 2.855 -2.405  -0.994
C 8.696 3.884 -2.670  0.388
C 10.092 3.676 -3.190  0.934
O 10.771 4.657 -3.427  -0.625
O 8.333 5.148 -2.497  -0.555
O 10.116 0.019 -3.259  -0.583
H 11.570 2.174 -3.736  0.414
H 6.874 2.993 -2.032  0.524
H 9.102 5.686 -2.763  0.354
H 9.344 -0.518 -2.999  0.346
O -2.744 5.666 4.464  -0.431
C -3.045 4.683 3.805  -0.001
C -2.525 5.091 2.053  -0.312
O -2.829 4.132 1.360  -0.381
H -4.113 4.427 3.660  0.164
H -2.513 3.728 3.960  0.251
H -1.455 5.349 2.154  0.291
H -3.013 6.064 1.847  0.368

## Properties
- calculated total energy (hartree) = -4856.8502
- orbital gap (Eh) = 0.0921
- charge = -1
- multiplicity = 1
- max |F| (eV/A) = 6.27
- LUMO energy (eV) = -0.669
- highest occupied orbital energy (eV) = -3.175

C23H27BrN4O11P2S5Ti as an isolated structure, computed with ωB97M-V/def2-TZVPD.

Each line ends with the Mulliken charge.
Cartesian coordinates (Å):
Ti 0.812 0.257 -0.777  0.638
O 3.909 -0.354 2.177  -0.281
C 4.014 0.889 2.710  0.990
C 4.892 1.136 3.764  -0.881
C 4.975 2.392 4.343  -0.489
C 4.180 3.422 3.865  -0.747
C 3.324 3.172 2.803  -0.481
C 3.218 1.920 2.203  -0.423
C 2.210 1.790 1.068  0.603
O 2.405 0.724 0.214  -0.725
N 0.846 1.735 1.643  -0.337
N 0.074 0.714 1.002  0.780
C -1.125 0.609 1.626  -1.414
C -1.980 -0.496 1.691  1.221
Br -1.236 -2.158 1.108  -0.201
C -3.252 -0.418 2.209  -1.149
C -4.303 -1.351 2.504  1.166
C -5.438 -0.842 3.186  -0.692
C -6.525 -1.624 3.516  -0.413
C -6.555 -2.977 3.186  -0.464
C -5.461 -3.502 2.511  -0.618
C -4.365 -2.725 2.175  -0.421
H 4.499 -0.962 2.634  0.222
H 5.506 0.321 4.135  0.291
H 5.660 2.559 5.166  0.354
H 4.230 4.409 4.305  0.376
H 2.709 3.970 2.402  0.403
H 2.297 2.716 0.484  0.055
H 0.891 1.484 2.628  0.416
H -1.486 1.515 2.103  0.322
H -3.515 0.609 2.456  0.032
H -5.442 0.210 3.451  0.293
H -7.362 -1.171 4.037  0.325
H -7.406 -3.597 3.441  0.342
H -5.455 -4.551 2.230  0.339
H -3.548 -3.184 1.645  0.260
C 2.616 -3.618 -3.625  -1.832
C 2.981 -2.413 -2.778  1.288
O 4.425 -2.265 -2.781  -0.671
P 2.354 -0.850 -3.487  0.416
O 1.010 -1.055 -4.243  -0.645
O 3.363 -0.581 -4.692  -0.578
O 2.338 0.210 -2.446  -0.632
P 2.398 -2.603 -1.016  1.405
O 3.565 -1.796 -0.248  -0.846
O 2.405 -4.032 -0.652  -0.856
O 1.115 -1.795 -0.906  -0.433
H 3.112 -3.549 -4.596  0.427
H 1.539 -3.654 -3.789  0.277
H 2.931 -4.524 -3.110  0.404
H 4.650 -1.944 -1.893  0.470
H 0.241 -0.864 -3.621  0.473
H 4.266 -0.618 -4.347  0.377
H 3.295 -0.898 0.058  0.613
N -1.146 -2.647 -2.824  -0.310
N -2.147 -1.752 -2.399  -0.163
C -1.735 -0.499 -1.930  0.072
O -2.488 0.121 -1.199  -0.598
O -0.560 -0.087 -2.327  -0.192
H -1.565 -3.332 -3.435  0.216
H -0.689 -3.094 -2.034  0.136
H -2.835 -2.126 -1.757  0.313
C -1.958 4.808 0.082  -0.819
S -2.655 3.192 -0.343  0.069
C -2.112 3.037 -2.003  -0.057
C -0.835 2.876 -2.421  0.185
S 0.592 2.812 -1.445  -0.561
S -0.657 2.739 -4.157  -0.056
C -2.311 2.879 -4.606  0.104
S -2.868 2.828 -6.179  -0.345
S -3.340 3.061 -3.244  -0.159
H -2.432 5.118 1.014  0.351
H -2.178 5.545 -0.690  0.311
H -0.882 4.724 0.218  0.152

## Properties
- calculated total energy (hartree) = -8036.8554
- orbital gap (spin up / spin down) (Eh) = 0.1576 / 0.1590
- charge = -2
- multiplicity = 1
- max |F| (eV/A) = 0.73
- LUMO energy (spin up / spin down) (eV) = 3.945 / 3.945
- highest occupied orbital energy (spin up / spin down) (eV) = -0.344 / -0.381
- relative energy (zero: lowest compared OMol25 entry of this formula, charge and spin) (kJ/mol) = 264.5

One molecule with the formula C2H3NO, computed with ωB97M-V/def2-TZVPD.

Each line ends with the Mulliken charge.
Cartesian coordinates (Å):
C 0.913 0.015 -0.018  -0.624
N -0.412 -0.393 -0.092  -0.271
C -1.566 -0.062 -0.008  0.545
O -2.749 -0.008 -0.017  -0.469
H 1.247 0.682 -0.862  0.261
H 1.489 -0.863 0.151  0.253
H 1.077 0.628 0.847  0.305

## Properties
- SMILES = CN=C=O
- calculated total energy (hartree) = -207.9925
- orbital gap (Eh) = 0.4019
- multiplicity = 1
- max |F| (eV/A) = 2.60
- LUMO energy (eV) = 0.629
- highest occupied orbital energy (eV) = -10.306
- relative energy (zero: lowest compared OMol25 entry of this formula, charge and spin) (kJ/mol) = 13.6

- What is the max |F| in the second record?
  0.73 eV/A